The following is a DFT calculation (the ωB97M-V functional and the def2-TZVPD basis) of a molecular structure, C58H38ClF11N4O10OsS5 at a distorted geometry.

```
128
Properties=species:S:1:pos:R:3:mulliken_charge:R:1
Os -0.5600 -0.8400 -1.2784 1.77
C -1.6530 -0.6951 7.8139 -1.59
C -1.3067 -0.6744 6.3582 1.00
C -0.0052 -0.9216 5.9327 -1.20
C 0.3033 -0.9578 4.5852 -0.38
C -0.6937 -0.7389 3.6545 0.37
C -1.9952 -0.4875 4.0508 -0.29
C -2.2934 -0.4523 5.4016 -0.98
S -0.2893 -0.8630 1.8775 0.86
O 0.8700 -1.7721 1.8187 -0.62
C 0.3524 0.8212 1.7721 0.92
C -0.5862 1.8502 1.9608 -1.04
C -0.2042 3.1561 1.8834 -0.92
C 1.1296 3.4882 1.5607 0.78
C 1.5397 4.8323 1.4411 -0.74
C 2.8318 5.1397 1.1159 -0.75
C 3.7643 4.1154 0.8936 -1.09
C 3.3959 2.8026 1.0040 -0.65
C 2.0754 2.4503 1.3543 0.73
C 1.6670 1.0872 1.4946 -0.87
C 2.7421 0.0707 1.4722 -0.98
C 3.6456 0.1038 2.5782 1.51
C 3.3787 0.8725 3.7320 -0.85
C 4.2415 0.8708 4.7922 -1.03
C 5.4153 0.1046 4.7528 -0.73
C 5.6975 -0.6617 3.6571 -1.08
C 4.8230 -0.6863 2.5510 0.70
C 5.0888 -1.4708 1.4106 -1.43
C 4.1722 -1.5588 0.4038 -0.99
C 2.9806 -0.8197 0.4534 0.26
S 1.7963 -1.1288 -0.9190 2.89
O 2.3261 -0.3554 -2.0412 -0.81
C 2.1925 -2.8482 -1.2669 -1.13
C 2.2140 -3.8177 -0.2712 0.03
C 2.4195 -5.1363 -0.6286 -1.06
C 2.5906 -5.5032 -1.9626 1.10
C 2.7866 -6.9383 -2.3312 -1.75
C 2.5660 -4.5143 -2.9387 -1.08
C 2.3713 -3.1886 -2.5952 -0.51
H -0.7788 -0.4968 8.4273 0.39
H -2.0401 -1.6774 8.0864 0.29
H -2.4191 0.0399 8.0463 0.40
H 0.7723 -1.1000 6.6611 0.40
H 1.3049 -1.1684 4.2440 0.51
H -2.7665 -0.3312 3.3134 0.46
H -3.3094 -0.2651 5.7150 0.46
H -1.6037 1.5843 2.1926 0.55
H -0.9097 3.9532 2.0580 0.56
H 0.8128 5.6154 1.6046 0.58
H 3.1448 6.1695 1.0300 0.47
H 4.7816 4.3674 0.6315 0.47
H 4.1224 2.0241 0.8279 0.55
H 2.4674 1.4467 3.7856 0.63
H 4.0175 1.4601 5.6686 0.49
H 6.0874 0.1207 5.5964 0.42
H 6.5873 -1.2735 3.6255 0.48
H 6.0153 -2.0213 1.3566 0.46
H 4.3608 -2.1900 -0.4496 0.85
H 2.0766 -3.5344 0.7613 0.59
H 2.4385 -5.8980 0.1366 0.46
H 3.3583 -7.4574 -1.5665 0.42
H 3.3004 -7.0243 -3.2835 0.41
H 1.8201 -7.4319 -2.4213 0.28
H 2.6785 -4.7523 -3.9840 0.56
H 2.3465 -2.4265 -3.3581 0.95
O -2.4168 8.5430 1.4699 -0.68
S -3.1242 8.0606 0.3046 1.16
O -3.6420 9.0311 -0.6223 -0.68
O -3.8819 6.8516 0.4744 -0.64
C -1.5854 7.4707 -0.6259 0.08
N -0.7351 8.3635 -1.0373 -0.51
C 0.3658 7.8860 -1.6059 -0.58
C 0.5722 6.5206 -1.7623 -0.41
C -0.4154 5.6634 -1.2750 -0.29
N -1.4979 6.1837 -0.6822 -0.20
C -0.3939 4.2011 -1.3142 1.53
C -1.5924 3.5206 -1.0978 -1.03
C -1.5760 2.1455 -1.0058 -0.99
N -0.4557 1.4309 -1.0888 1.09
C 0.6806 2.0686 -1.3585 -0.60
C 0.7584 3.4429 -1.4935 -0.99
H 1.0883 8.6224 -1.9296 0.43
H 1.4584 6.1457 -2.2447 0.51
H -2.5048 4.0798 -0.9738 0.80
H -2.4972 1.6078 -0.8388 0.02
H 1.5679 1.4682 -1.5027 0.33
H 1.7144 3.8975 -1.6956 0.51
Cl -2.3090 -3.7964 -3.0131 -0.10
C -2.9420 -3.8256 -1.4000 0.89
C -4.2237 -4.3016 -1.1582 -0.54
C -4.7444 -4.2865 0.1239 -0.59
C -3.9836 -3.7972 1.1807 -0.90
C -2.7085 -3.3281 0.9488 -0.09
C -2.1562 -3.3189 -0.3413 -1.25
C -0.7940 -2.8618 -0.5674 -0.83
H -4.7999 -4.6915 -1.9812 0.50
H -5.7408 -4.6606 0.3048 0.44
H -4.3871 -3.8039 2.1823 0.46
H -2.0984 -2.9650 1.7629 0.50
H -0.3483 -3.4012 -1.4028 1.10
H -0.1867 -2.9612 0.3310 0.61
F -2.6528 -1.2391 -5.3310 -0.19
C -1.8346 -0.2427 -5.0552 0.51
F -1.5403 0.3913 -6.1937 -0.21
F -2.4998 0.6366 -4.2921 -0.21
S -0.1678 -0.6475 -4.2470 1.32
O -0.2645 -1.8595 -3.4606 -0.59
O 0.0142 0.5389 -3.4576 -0.67
N 0.8152 -0.7978 -5.4358 -0.52
S 0.7750 -2.2875 -6.0232 0.91
O -0.5446 -2.8298 -6.0371 -0.59
O 1.8441 -3.1206 -5.5790 -0.59
C 1.1975 -1.8507 -7.7899 0.53
F 2.3658 -1.2172 -7.8508 -0.22
F 1.2900 -2.9340 -8.5631 -0.21
F 0.2630 -1.0580 -8.3046 -0.21
F -7.5038 -0.6227 0.1260 -0.33
C -6.2830 -0.7032 -0.4063 0.49
C -6.1138 -1.0035 -1.7591 0.28
F -7.1895 -1.2345 -2.5115 -0.32
C -4.8488 -1.0527 -2.3213 -0.04
F -4.7291 -1.3204 -3.6199 -0.33
C -3.6732 -0.8238 -1.5595 0.46
O -2.4983 -0.8452 -2.0782 0.78
C -3.9059 -0.5510 -0.1943 -0.67
F -2.7967 -0.3216 0.5688 0.72
C -5.1588 -0.4814 0.3819 -0.35
F -5.2803 -0.1963 1.6831 -0.34
```

## Properties
frontier orbital gap (spin up / spin down) = 3.330 / 3.164 eV
charge = 0
electronic energy = -186247.9382 eV
multiplicity = 1

The following is a DFT calculation (the ωB97M-V functional and the def2-TZVPD basis) of a molecular structure, C58H44IN4O5P2STa.

```
116
Properties=species:S:1:pos:R:3:mulliken_charge:R:1
Ta 1.3480 0.7462 -0.0589 1.57
O 3.1464 -2.9050 6.0769 -0.67
C 2.5471 -3.1597 5.0360 -0.11
O 2.1903 -4.2264 4.4803 -0.64
C 2.2121 -2.0011 4.1151 0.40
C 0.8912 -1.7440 3.7612 -1.35
C 0.6051 -0.9336 2.6928 0.00
N 1.5496 -0.3358 1.9437 1.05
C 2.8287 -0.4826 2.3793 0.82
C 3.1970 -1.2518 3.4480 -0.81
C 3.8195 0.2158 1.5298 -0.29
O 4.9569 0.4578 1.7568 -0.60
O 3.2370 0.5208 0.3075 -0.85
H 0.0915 -2.2852 4.2506 0.59
H -0.4111 -0.8264 2.3663 -0.30
H 4.2418 -1.3398 3.7188 0.67
C -3.2452 1.4530 -4.6941 -1.71
C -3.2285 0.6648 -3.3777 1.35
C -4.5650 -0.0870 -3.2081 -1.84
C -2.1100 -0.3653 -3.3865 0.71
C -1.9458 -1.2273 -4.4701 -0.14
C -1.0026 -2.2392 -4.4774 -1.58
C -0.1943 -2.4271 -3.3690 -0.12
C -0.3193 -1.5884 -2.2702 -0.63
P 0.6888 -1.7779 -0.7828 3.25
C 2.2753 -2.5457 -1.3390 0.06
C 3.4459 -1.6928 -1.4943 0.65
C 4.7075 -2.3416 -1.8094 -0.58
C 4.8073 -3.6969 -1.9513 -1.08
C 3.6433 -4.4558 -1.8118 -0.64
C 2.3893 -3.8963 -1.4866 -0.16
C 0.0279 -3.1584 0.1686 0.08
C -1.1687 -3.7951 -0.1558 -0.73
C -1.5928 -4.8714 0.6130 -0.79
C -0.8366 -5.3050 1.6953 -0.85
C 0.3689 -4.6866 2.0130 -0.83
C 0.8009 -3.6244 1.2379 -0.65
C -1.2667 -0.5584 -2.3033 -0.88
O -1.3129 0.2418 -1.1791 0.38
C -2.1843 1.3396 -1.1606 -1.15
C -2.1202 2.1136 -0.0024 0.17
C -2.9795 3.1895 0.1344 0.21
C -3.8483 3.5047 -0.9009 -1.94
C -3.8857 2.7180 -2.0377 -0.17
C -3.0644 1.5989 -2.1914 1.20
P -1.0800 1.3944 1.2950 1.45
C -2.4033 0.2686 1.9156 0.96
C -2.6004 -1.0111 1.4138 0.50
C -3.7040 -1.7598 1.7970 -1.08
C -4.6282 -1.2290 2.6825 -0.89
C -4.4503 0.0575 3.1742 -0.97
C -3.3500 0.8062 2.7904 -1.04
C -0.8523 2.5346 2.6846 0.91
C -0.6681 1.9594 3.9448 -0.26
C -0.3463 2.7485 5.0383 -0.76
C -0.2171 4.1228 4.8887 -0.94
C -0.4316 4.7056 3.6476 -0.99
C -0.7463 3.9168 2.5502 -0.58
H -3.4184 0.7945 -5.5439 0.47
H -2.3054 1.9829 -4.8504 0.28
H -4.0541 2.1816 -4.6992 0.43
H -4.7249 -0.7764 -4.0385 0.43
H -5.3961 0.6190 -3.1868 0.45
H -4.5773 -0.6569 -2.2771 0.35
H -2.5887 -1.1116 -5.3328 0.48
H -0.9078 -2.8877 -5.3377 0.44
H 0.5361 -3.2255 -3.3706 0.35
H 4.0979 0.1805 -2.2553 0.68
H 5.5847 -1.7099 -1.9117 0.60
H 5.7520 -4.1746 -2.1696 0.54
H 3.7041 -5.5315 -1.9404 0.50
H 1.5423 -4.5521 -1.3304 0.65
H -1.7626 -3.4637 -0.9997 0.48
H -2.5173 -5.3755 0.3619 0.52
H -1.1831 -6.1375 2.2937 0.47
H 0.9684 -5.0056 2.8603 0.64
H 1.7540 -3.1629 1.4790 0.41
H -2.9871 3.7741 1.0447 0.60
H -4.5172 4.3495 -0.8083 0.45
H -4.5982 2.9597 -2.8153 0.48
H -1.8989 -1.4363 0.7121 0.07
H -3.8343 -2.7601 1.4056 0.57
H -5.4852 -1.8129 2.9904 0.44
H -5.1712 0.4819 3.8603 0.49
H -3.2335 1.8081 3.1828 0.52
H -0.7821 0.8919 4.0857 0.47
H -0.2025 2.2879 6.0071 0.52
H 0.0343 4.7397 5.7414 0.48
H -0.3597 5.7792 3.5322 0.52
H -0.9213 4.3952 1.5979 0.11
S -0.0834 3.4223 -3.4527 -0.20
C -0.3156 4.3963 -2.0642 -0.94
C 0.1549 3.8000 -0.9385 -0.64
C 0.7228 2.5020 -1.1693 -0.26
C 0.6732 2.2106 -2.5169 0.41
C 1.3649 1.0479 -3.0338 0.25
C 1.4523 0.7098 -4.3280 -0.02
C 2.3053 -0.3892 -4.7246 -1.45
C 3.1301 -0.9245 -3.8322 -0.95
C 3.1951 -0.4298 -2.4102 0.13
N 2.0225 0.3495 -1.9888 0.69
H -0.7885 5.3619 -2.1581 0.57
H 0.1126 4.2793 0.0261 0.96
H 0.9227 1.2865 -5.0743 0.56
H 2.3057 -0.7295 -5.7516 0.50
H 3.8281 -1.7028 -4.1197 0.51
H 3.6294 -1.2097 -0.5132 -0.70
I 3.8782 4.1930 4.6711 0.14
C 3.1319 3.6219 2.8520 -1.11
C 3.3611 4.1889 1.6148 -0.38
N 2.6463 3.4940 0.7221 0.11
N 1.9484 2.4950 1.3046 0.73
C 2.2556 2.5687 2.6044 -0.78
H 3.9674 5.0299 1.3199 0.56
H 2.5551 3.6476 -0.2711 0.17
H 1.8194 1.8880 3.3152 0.89
```

## Properties
frontier orbital gap = 4.277 eV
charge = +2
electronic energy = -116109.9234 eV
multiplicity = 1
energy relative to the best compared isomer or geometry (same formula, charge and spin) = 43.6 kcal per mole

Q: The lowest charge belongs to which entry?
A: C58H38ClF11N4O10OsS5

Q: Which value of multiplicity does entry 1 give?
A: 1

Q: charge of number 1 (C58H38ClF11N4O10OsS5)?
A: 0

Q: Number 2 is which compound?
A: C58H44IN4O5P2STa